Entry 1:
Molecular formula: C32H63N6O2
Method: DFT, the ωB97M-V functional and the def2-TZVPD basis

```
! wB97M-V def2-TZVPD RIJCOSX def2/J DEFGRID3
* xyz -1 1
C -0.40 -1.15 -0.20
C -0.28 0.29 0.30
O -0.31 0.44 1.54
O -0.29 1.22 -0.54
H -0.94 -1.79 0.50
H 0.58 -1.61 -0.36
H -0.93 -1.16 -1.15
C -0.46 -7.47 -3.03
C -1.45 -7.02 -1.85
N -1.67 -5.56 -1.91
C -2.33 -5.14 -0.65
C -1.35 -5.14 0.54
C -2.53 -5.25 -3.05
C -2.71 -3.73 -3.22
H -0.28 -8.54 -2.96
H 0.48 -6.95 -2.84
H -0.86 -7.26 -4.02
H -2.37 -7.61 -1.92
H -1.04 -7.24 -0.87
H -2.71 -4.13 -0.80
H -3.22 -5.77 -0.55
H -0.35 -4.82 0.25
H -1.71 -4.57 1.39
H -1.25 -6.13 0.98
H -3.51 -5.73 -2.97
H -2.14 -5.69 -3.97
H -2.83 -3.47 -4.27
H -1.86 -3.18 -2.84
H -3.62 -3.36 -2.73
C 1.17 5.65 3.87
C 1.96 4.40 3.46
N 1.14 3.19 3.60
C 0.28 3.15 4.80
C -0.65 1.96 4.84
C 2.03 2.03 3.53
C 2.82 1.83 2.18
H 0.85 5.71 4.91
H 0.28 5.81 3.26
H 1.79 6.55 3.78
H 2.29 4.42 2.42
H 2.91 4.35 4.00
H 0.92 3.11 5.69
H -0.36 4.04 4.85
H -1.13 1.63 3.92
H -0.09 1.07 5.14
H -1.44 2.08 5.59
H 1.46 1.14 3.80
H 2.76 2.14 4.35
H 2.12 1.61 1.37
H 3.49 0.98 2.36
H 3.38 2.71 1.87
C 2.27 3.93 -0.78
C 1.61 5.27 -0.61
N 0.14 5.32 -0.76
C -0.19 4.82 -2.10
C -1.72 4.63 -2.27
C -0.37 6.69 -0.64
C 0.04 7.43 0.60
H 2.34 3.84 -1.86
H 1.69 3.13 -0.33
H 3.28 3.83 -0.38
H 1.82 5.59 0.41
H 2.10 5.99 -1.27
H 0.32 3.89 -2.35
H 0.16 5.57 -2.82
H -1.90 3.96 -3.12
H -2.27 5.54 -2.48
H -2.19 4.09 -1.44
H 0.08 7.24 -1.47
H -1.45 6.68 -0.75
H 1.09 7.71 0.46
H -0.50 8.36 0.73
H -0.01 6.88 1.54
N 1.08 -4.36 -1.99
C 1.60 -3.24 -2.56
C 2.80 -2.90 -1.93
C 2.96 -3.91 -0.93
C 1.92 -4.80 -1.03
H 0.18 -4.79 -2.20
H 1.06 -2.78 -3.38
H 3.47 -2.06 -2.04
H 3.81 -3.93 -0.27
H 1.75 -5.78 -0.59
N -2.01 0.81 -2.79
C -3.06 -0.03 -2.57
C -3.70 -0.26 -3.78
C -3.01 0.56 -4.71
C -1.94 1.18 -4.06
H -1.36 1.10 -2.06
H -3.19 -0.52 -1.61
H -4.51 -0.93 -4.01
H -3.18 0.69 -5.78
H -1.15 1.84 -4.37
N 0.99 -1.96 2.66
C 1.20 -2.01 4.01
C 1.74 -3.28 4.27
C 1.96 -3.91 3.02
C 1.42 -3.10 2.08
H 0.49 -1.22 2.17
H 0.97 -1.13 4.58
H 1.99 -3.60 5.27
H 2.43 -4.88 2.91
H 1.31 -3.21 1.01
*
```

E: -47242.085 eV
ΔE to the lowest compared entry with this formula, charge and spin: 10.4 kcal/mol
HOMO energy: -0.1972 Eh
gap between HOMO and LUMO: 0.29077 hartree

---

Entry 2:
Molecular formula: C32H64Br2Cl2FIN6O9PS
Method: DFT, the ωB97M-V functional and the def2-TZVPD basis

```
! wB97M-V def2-TZVPD RIJCOSX def2/J DEFGRID3
* xyz 1 1
C 7.96 -3.00 -3.17
C 6.91 -3.64 -4.31
O 6.40 -4.95 -3.86
C 4.97 -5.13 -4.28
O 4.63 -5.90 -5.31
C 3.74 -4.30 -3.49
C 4.31 -4.00 -1.98
C 3.24 -3.64 -0.83
N 2.70 -2.24 -0.69
P 4.21 -1.25 -0.44
N 5.43 -2.09 0.29
O 4.96 -0.78 -1.98
O 4.04 0.13 0.59
C 1.89 -1.76 -1.92
C 0.72 -2.80 -2.42
N 0.78 -3.17 -3.91
C 1.16 -0.30 -1.82
C 2.00 1.06 -1.66
C 1.44 2.46 -2.30
C 2.38 3.06 -3.55
O 1.62 3.18 -4.82
C 0.37 -0.10 -3.30
Cl -1.52 -0.10 -3.45
C 1.05 0.03 -4.61
C 2.65 -0.02 -4.81
Cl 0.05 0.21 -6.21
N 0.20 -0.43 -0.66
S -0.76 0.92 -0.24
C 0.81 -0.91 0.62
C -0.49 -1.13 1.65
Br -2.17 -2.15 1.09
C -0.56 -0.55 3.03
C 0.62 0.36 3.69
Br -2.22 -0.86 4.17
C 1.77 -2.24 0.51
F 0.84 -3.40 0.61
I 2.76 -2.37 2.50
H 8.88 -3.74 -3.01
H 7.44 -2.91 -2.10
H 8.32 -1.92 -3.44
H 7.56 -3.77 -5.30
H 6.09 -2.84 -4.54
H 3.65 -3.28 -4.10
H 2.74 -4.91 -3.54
H 4.77 -5.06 -1.64
H 5.26 -3.33 -2.09
H 2.42 -4.51 -0.96
H 3.74 -4.02 0.19
H 6.26 -2.15 -0.36
H 5.77 -0.22 -1.80
H 4.95 0.41 0.95
H 2.72 -1.83 -2.77
H -0.40 -2.42 -2.23
H 0.68 -3.84 -1.89
H 1.57 -2.70 -4.40
H -0.15 -2.93 -4.35
H 3.14 1.03 -1.99
H 2.06 1.30 -0.49
H 0.30 2.51 -2.52
H 1.59 3.32 -1.47
H 2.77 4.16 -3.31
H 3.38 2.41 -3.66
H 2.24 3.00 -5.61
H 2.93 -0.97 -5.48
H 3.32 -0.04 -3.86
H 2.96 0.92 -5.48
H -2.14 0.64 -0.35
H 1.47 -0.06 1.09
H 1.41 -0.27 4.31
H 1.15 1.08 2.92
H 0.10 1.08 4.48
C -3.45 2.28 -3.16
O -4.23 3.31 -2.56
C -4.03 4.60 -3.16
C -5.25 5.02 -3.99
N -5.38 4.22 -5.21
C -6.67 4.36 -5.88
C -7.94 3.97 -5.10
O -8.06 2.57 -4.84
C -7.32 2.11 -3.72
H -3.49 1.41 -2.51
H -3.85 2.00 -4.13
H -2.40 2.59 -3.26
H -3.10 4.65 -3.75
H -3.92 5.31 -2.33
H -5.16 6.08 -4.26
H -6.13 4.91 -3.35
H -5.25 3.24 -4.98
H -6.63 3.73 -6.78
H -6.78 5.39 -6.24
H -8.80 4.22 -5.73
H -8.07 4.55 -4.18
H -7.26 2.85 -2.92
H -6.32 1.81 -4.04
H -7.80 1.21 -3.33
C -2.16 -1.91 11.39
O -2.98 -1.77 10.23
C -3.94 -0.71 10.33
C -3.55 0.47 9.43
N -2.37 1.18 9.95
C -1.77 2.12 8.99
C -1.26 1.55 7.65
O -0.11 0.71 7.77
C -0.40 -0.63 8.14
H -1.63 -2.87 11.31
H -1.42 -1.12 11.44
H -2.76 -1.93 12.30
H -4.10 -0.40 11.38
H -4.89 -1.12 9.97
H -4.39 1.17 9.38
H -3.37 0.07 8.43
H -1.66 0.50 10.21
H -0.92 2.58 9.51
H -2.49 2.92 8.79
H -0.93 2.40 7.05
H -2.04 1.06 7.07
H -1.35 -0.99 7.73
H -0.39 -0.72 9.23
H 0.40 -1.27 7.76
*
```

E: -257636.549 eV
HOMO energy: -0.3647 Eh
gap between HOMO and LUMO: 0.19561 hartree